Record 1
DFT (ωB97M-V with the def2-TZVPD basis set) results for 9 unconnected molecules or ions with the total composition C34H94N8O10.

## Properties
Relative energy (zero: lowest compared OMol25 entry of this formula, charge and spin) in kcal/mol: 104.9
Total energy in hartree: -2541.9459
E_HOMO in eV: -8.994
Gap between HOMO and LUMO in Eh: 0.3389
Structure (SMILES): COC[C@H](C)N.COC[C@H](C)N.COC[C@H](C)N.COC[C@H](C)N.COC[C@H](C)N.COC[C@H](C)N.COC[C@H](C)N.COC[C@H](C)N.OCCO
2S+1: 1
Charge: 0
LUMO energy in Ha: 0.008

Each line ends with the Mulliken charge.
Cartesian coordinates (Å):
C (1.95, 1.06, 0.50)  -0.556
O (0.85, 0.30, 0.01)  -0.379
C (1.08, -0.59, -1.09)  -0.566
C (0.05, -1.67, -1.27)  0.506
C (-1.41, -1.06, -1.43)  -1.123
N (0.00, -2.60, -0.14)  -0.589
H (2.33, 0.83, 1.50)  0.115
H (1.53, 2.06, 0.66)  0.076
H (2.72, 1.23, -0.25)  0.353
H (1.37, 0.03, -1.95)  0.153
H (2.09, -1.02, -0.94)  0.456
H (0.11, -2.19, -2.23)  0.186
H (-1.65, -0.61, -0.46)  0.263
H (-2.17, -1.84, -1.46)  -0.058
H (-1.55, -0.28, -2.18)  0.605
H (-0.97, -2.75, 0.10)  0.077
H (0.31, -2.07, 0.67)  -0.200
C (-3.85, -1.63, 1.02)  -0.106
O (-2.55, -2.07, 1.37)  -0.052
C (-2.37, -2.79, 2.58)  -0.284
C (-3.12, -4.10, 2.82)  0.486
C (-4.59, -3.94, 3.29)  -1.396
N (-2.49, -4.91, 3.90)  -0.777
H (-4.31, -0.98, 1.77)  0.317
H (-4.48, -2.51, 0.87)  -0.244
H (-3.78, -1.10, 0.07)  -0.002
H (-1.29, -2.91, 2.63)  -0.189
H (-2.80, -2.13, 3.35)  0.385
H (-3.14, -4.63, 1.86)  0.231
H (-4.72, -3.24, 4.11)  0.326
H (-5.07, -4.88, 3.60)  0.428
H (-5.21, -3.70, 2.42)  0.325
H (-2.54, -4.36, 4.76)  0.323
H (-1.50, -4.76, 3.68)  0.263
C (2.81, 3.73, 3.13)  -0.120
O (2.46, 3.86, 4.49)  -0.295
C (3.20, 4.87, 5.11)  -0.691
C (2.99, 4.87, 6.60)  0.617
C (1.50, 5.05, 7.02)  -1.450
N (3.73, 5.92, 7.33)  -0.752
H (3.89, 3.54, 3.11)  0.421
H (2.66, 4.68, 2.60)  0.131
H (2.30, 2.95, 2.57)  -0.246
H (4.27, 4.63, 5.07)  0.314
H (3.17, 5.86, 4.65)  0.362
H (3.28, 3.96, 7.12)  0.152
H (0.88, 4.24, 6.63)  0.317
H (1.11, 5.99, 6.64)  0.313
H (1.49, 5.00, 8.11)  0.431
H (3.50, 6.80, 6.87)  0.280
H (3.41, 6.09, 8.27)  0.267
C (3.17, -2.73, 1.80)  0.158
O (3.21, -2.19, 3.11)  -0.452
C (1.98, -1.62, 3.56)  0.325
C (2.14, -0.89, 4.84)  0.175
C (2.82, 0.53, 4.92)  -1.450
N (2.54, -1.75, 5.99)  -0.736
H (3.97, -2.29, 1.20)  0.308
H (2.19, -2.54, 1.35)  -0.364
H (3.32, -3.80, 1.88)  0.274
H (1.65, -0.90, 2.80)  -0.247
H (1.21, -2.40, 3.64)  0.220
H (1.14, -0.47, 5.04)  0.227
H (3.85, 0.46, 4.57)  0.356
H (2.75, 0.86, 5.95)  0.628
H (2.27, 1.12, 4.19)  0.093
H (3.28, -1.14, 6.33)  0.308
H (3.09, -2.54, 5.66)  0.330
C (-7.75, -1.86, -5.07)  -0.888
O (-7.10, -1.16, -4.03)  -0.201
C (-7.07, 0.25, -4.14)  -0.808
C (-6.27, 0.97, -3.10)  0.151
C (-4.76, 0.67, -3.04)  -0.716
N (-6.85, 0.88, -1.76)  -0.650
H (-7.25, -1.50, -5.97)  0.384
H (-8.84, -1.77, -5.17)  0.276
H (-7.57, -2.91, -4.87)  0.238
H (-6.68, 0.58, -5.12)  0.434
H (-8.14, 0.48, -4.21)  0.423
H (-6.20, 1.99, -3.48)  0.317
H (-4.56, -0.38, -2.80)  -0.230
H (-4.34, 1.18, -2.18)  0.322
H (-4.31, 0.90, -4.01)  0.432
H (-7.76, 1.27, -1.58)  0.255
H (-6.81, -0.09, -1.49)  0.306
C (-0.81, 3.59, -1.43)  -0.413
O (-0.19, 4.87, -1.63)  -0.454
C (0.78, 5.15, -0.64)  -0.169
C (1.45, 6.51, -0.97)  0.340
C (2.77, 6.61, -0.27)  -1.115
N (0.61, 7.60, -0.42)  -0.745
H (-0.12, 2.88, -1.89)  0.029
H (-1.85, 3.63, -1.74)  0.326
H (-0.92, 3.46, -0.35)  0.332
H (0.30, 5.15, 0.34)  0.228
H (1.56, 4.38, -0.63)  -0.006
H (1.59, 6.54, -2.05)  0.341
H (3.41, 5.73, -0.40)  0.237
H (2.67, 6.62, 0.82)  0.159
H (3.31, 7.49, -0.59)  0.347
H (0.42, 7.31, 0.53)  0.289
H (-0.30, 7.71, -0.85)  0.292
C (0.59, -6.17, -4.53)  -0.713
O (1.63, -6.17, -3.57)  -0.385
C (1.18, -5.64, -2.33)  -0.059
C (2.30, -5.60, -1.30)  0.389
C (2.88, -6.97, -0.97)  -1.566
N (1.72, -5.02, -0.06)  -0.427
H (-0.26, -6.76, -4.19)  0.309
H (0.88, -6.47, -5.54)  0.288
H (0.24, -5.14, -4.68)  0.248
H (0.86, -4.61, -2.56)  -0.093
H (0.35, -6.22, -1.91)  0.367
H (3.12, -4.97, -1.64)  0.342
H (3.48, -7.33, -1.81)  0.358
H (2.05, -7.61, -0.71)  0.328
H (3.67, -6.90, -0.22)  0.385
H (0.96, -5.69, 0.10)  0.325
H (1.17, -4.17, -0.25)  0.373
C (2.24, 2.35, -3.88)  -0.886
O (3.50, 2.24, -3.23)  -0.136
C (4.47, 3.11, -3.76)  -0.838
C (5.75, 2.92, -2.88)  0.328
C (6.88, 3.63, -3.56)  -1.396
N (6.07, 1.49, -2.69)  -0.736
H (1.83, 3.35, -4.04)  0.352
H (1.45, 1.72, -3.50)  0.209
H (2.29, 2.02, -4.93)  0.352
H (4.69, 2.89, -4.82)  0.350
H (4.07, 4.10, -3.53)  0.392
H (5.42, 3.33, -1.92)  0.272
H (6.64, 4.69, -3.69)  0.358
H (7.05, 3.24, -4.56)  0.339
H (7.81, 3.65, -2.98)  0.343
H (5.93, 1.20, -3.66)  0.302
H (5.37, 1.01, -2.14)  0.353
O (-4.99, -3.33, -4.12)  -0.463
C (-4.47, -3.74, -2.88)  -0.008
C (-5.53, -3.68, -1.81)  0.043
O (-6.22, -2.42, -1.75)  -0.434
H (-4.38, -3.07, -4.80)  0.273
H (-3.94, -4.70, -2.94)  0.449
H (-3.71, -3.02, -2.55)  -0.234
H (-5.05, -3.76, -0.83)  -0.201
H (-6.27, -4.48, -1.80)  0.295
H (-6.16, -2.00, -2.63)  0.232

Record 2
DFT (ωB97M-V with the def2-TZVPD basis set) results for 19 unconnected molecules or ions with the total composition C34H96F7N4O24S.

## Properties
Total energy in hartree: -4474.3902
E_HOMO in eV: -11.210
Gap between HOMO and LUMO in Eh: 0.2813
2S+1: 1
Charge: +1
LUMO energy in Ha: -0.131

Each line ends with the Mulliken charge.
Cartesian coordinates (Å):
C (1.49, -1.97, 1.20)  -1.285
C (0.54, -1.71, -0.01)  -0.182
C (-0.78, -2.53, 0.19)  -0.868
C (-2.02, -1.66, 0.63)  1.092
C (-2.78, -2.64, 1.59)  -1.277
C (-4.17, -2.19, 2.07)  0.117
O (-4.88, -2.99, 2.52)  -0.511
O (-4.61, -0.88, 2.04)  -0.514
C (-1.65, -0.43, 1.53)  -1.534
N (-1.96, 0.76, 0.68)  0.862
C (-3.00, 1.69, 1.15)  -1.413
N (-2.84, 3.02, 0.51)  0.064
C (-3.90, 3.95, 1.03)  -0.875
C (-2.07, 0.24, -0.60)  -1.770
N (-1.55, 0.77, -1.64)  0.611
C (-0.79, 2.03, -1.56)  -0.327
C (0.32, 2.17, -2.65)  -0.865
O (0.60, 3.55, -2.86)  -0.402
C (0.94, 4.16, -1.68)  0.095
O (0.24, 4.92, -1.16)  -0.436
N (-2.79, -0.98, -0.46)  1.368
S (-3.13, -1.87, -1.85)  0.989
O (-3.47, -3.19, -1.44)  -0.645
O (-2.04, -1.95, -2.77)  -0.592
C (-4.65, -1.22, -2.71)  0.164
F (-5.00, -2.20, -3.51)  -0.138
F (-4.38, -0.20, -3.51)  -0.267
C (-5.87, -0.94, -1.77)  0.484
F (-6.96, -1.28, -2.48)  0.018
F (-5.88, -1.75, -0.72)  -0.191
C (-6.04, 0.56, -1.37)  0.630
F (-6.60, 0.61, -0.16)  -0.287
F (-6.88, 1.15, -2.17)  -0.257
F (-4.89, 1.22, -1.28)  -0.159
H (1.06, -1.58, 2.13)  0.250
H (2.52, -1.62, 1.01)  0.310
H (1.54, -3.07, 1.31)  0.355
H (1.05, -2.13, -0.89)  0.545
H (0.39, -0.62, -0.10)  -0.167
H (-0.60, -3.19, 1.05)  0.791
H (-1.01, -3.19, -0.65)  0.501
H (-2.93, -3.59, 1.06)  0.517
H (-2.15, -2.85, 2.47)  0.750
H (-4.85, -0.62, 1.14)  0.017
H (-2.21, -0.33, 2.47)  0.423
H (-0.61, -0.36, 1.87)  -0.069
H (-4.04, 1.37, 0.92)  0.356
H (-2.85, 1.85, 2.22)  0.858
H (-3.13, 2.85, -0.45)  0.236
H (-4.53, 4.32, 0.21)  0.344
H (-3.42, 4.78, 1.55)  0.109
H (-4.55, 3.36, 1.71)  0.333
H (-1.65, 0.32, -2.55)  0.470
H (-1.50, 2.85, -1.73)  0.429
H (-0.30, 2.12, -0.58)  0.447
H (1.24, 1.72, -2.24)  0.437
H (0.08, 1.70, -3.61)  0.372
H (1.88, 3.92, -1.13)  0.477
C (-1.33, 7.18, -0.07)  -0.158
O (-2.40, 7.01, 0.87)  -0.471
H (-1.06, 6.21, -0.47)  -0.097
H (-1.64, 7.84, -0.88)  0.318
H (-0.46, 7.61, 0.44)  0.282
H (-2.62, 7.88, 1.22)  0.266
C (2.75, -2.60, 4.91)  -0.683
O (2.12, -3.06, 3.72)  -0.328
H (3.42, -1.78, 4.65)  0.242
H (2.00, -2.23, 5.62)  0.255
H (3.33, -3.40, 5.37)  0.302
H (1.53, -3.78, 3.97)  0.221
C (-6.22, -5.32, -5.27)  -0.203
O (-4.93, -4.77, -5.53)  -0.549
H (-6.60, -5.78, -6.18)  0.306
H (-6.16, -6.07, -4.48)  0.144
H (-6.91, -4.52, -4.96)  0.011
H (-4.62, -4.37, -4.72)  0.297
C (2.69, 7.99, -2.23)  -0.306
O (2.02, 7.55, -3.41)  -0.533
H (3.37, 8.79, -2.50)  0.207
H (1.97, 8.36, -1.51)  0.245
H (3.27, 7.17, -1.80)  0.114
H (1.42, 6.84, -3.14)  0.276
C (-9.60, -0.74, -0.82)  -0.160
O (-10.37, 0.23, -0.13)  -0.532
H (-9.97, -1.73, -0.56)  0.328
H (-9.70, -0.59, -1.90)  0.207
H (-8.55, -0.66, -0.53)  -0.113
H (-10.03, 1.10, -0.37)  0.300
C (-9.82, -2.95, -4.54)  -0.615
O (-8.53, -2.38, -4.75)  -0.539
H (-10.14, -3.41, -5.47)  0.266
H (-9.76, -3.72, -3.76)  0.225
H (-10.53, -2.18, -4.25)  0.303
H (-8.25, -1.98, -3.92)  0.357
C (-1.95, -3.77, 5.43)  -0.603
O (-1.47, -2.54, 4.88)  -0.431
H (-1.41, -4.59, 4.97)  0.239
H (-1.79, -3.79, 6.51)  0.264
H (-3.02, -3.87, 5.22)  0.293
H (-1.96, -1.82, 5.31)  0.231
C (-0.89, -5.29, 9.23)  -0.606
O (-1.49, -5.73, 8.01)  -0.448
H (-0.20, -4.48, 9.01)  0.243
H (-1.66, -4.93, 9.92)  0.287
H (-0.34, -6.11, 9.70)  0.293
H (-2.10, -6.45, 8.24)  0.265
C (0.46, -8.66, 6.80)  -0.517
O (0.93, -7.43, 6.26)  -0.485
H (1.00, -9.48, 6.34)  0.252
H (0.63, -8.68, 7.88)  0.226
H (-0.61, -8.77, 6.58)  0.226
H (0.44, -6.72, 6.69)  0.290
C (6.25, 7.45, -1.74)  -0.662
O (5.52, 8.44, -1.02)  -0.487
H (5.92, 6.47, -1.40)  0.227
H (6.06, 7.55, -2.81)  0.306
H (7.32, 7.55, -1.54)  0.320
H (5.82, 9.30, -1.33)  0.293
C (5.57, -2.25, 0.37)  -0.665
O (4.91, -1.56, 1.43)  -0.443
H (5.11, -1.97, -0.57)  0.209
H (6.63, -1.97, 0.35)  0.331
H (5.47, -3.33, 0.51)  0.332
H (5.33, -1.82, 2.25)  0.242
C (-7.26, -6.54, -1.54)  -0.350
O (-7.88, -6.92, -2.76)  -0.496
H (-6.54, -5.75, -1.76)  -0.013
H (-8.01, -6.15, -0.84)  0.285
H (-6.74, -7.39, -1.10)  0.324
H (-8.51, -7.62, -2.56)  0.273
C (5.98, 1.30, -0.32)  -0.219
O (6.04, 0.52, -1.51)  -0.461
H (5.94, 0.63, 0.53)  0.167
H (6.87, 1.93, -0.25)  0.180
H (5.08, 1.92, -0.33)  0.092
H (6.07, 1.13, -2.25)  0.253
C (10.00, 1.31, -1.23)  -0.559
O (9.22, 2.29, -0.53)  -0.520
H (9.68, 0.32, -0.91)  0.226
H (9.84, 1.41, -2.30)  0.242
H (11.06, 1.45, -1.00)  0.323
H (9.52, 3.16, -0.83)  0.280
C (11.52, -1.08, -4.06)  -0.557
O (10.15, -0.86, -3.77)  -0.421
H (12.11, -0.41, -3.44)  0.209
H (11.79, -2.12, -3.83)  0.281
H (11.72, -0.88, -5.11)  0.238
H (9.64, -1.46, -4.32)  0.261
C (7.51, 9.68, 1.65)  -0.435
O (6.16, 9.93, 1.98)  -0.514
H (8.15, 10.33, 2.24)  0.258
H (7.76, 8.64, 1.87)  0.225
H (7.68, 9.88, 0.59)  0.161
H (5.62, 9.34, 1.44)  0.305
C (-1.13, 3.82, 3.96)  -0.717
O (-1.11, 3.01, 2.78)  -0.282
H (-1.19, 3.16, 4.82)  0.254
H (-0.22, 4.42, 4.02)  0.302
H (-2.01, 4.47, 3.94)  0.284
H (-1.06, 3.61, 2.02)  0.121
C (9.31, -1.80, -7.49)  -0.585
O (8.65, -1.24, -6.36)  -0.485
H (10.16, -1.16, -7.75)  0.224
H (9.68, -2.80, -7.26)  0.267
H (8.63, -1.85, -8.34)  0.294
H (7.91, -1.82, -6.15)  0.288

Record 3
DFT (ωB97M-V with the def2-TZVPD basis set) results for 10 unconnected molecules or ions with the total composition C34H96N12O10.

## Properties
Relative energy (zero: lowest compared OMol25 entry of this formula, charge and spin) in kcal/mol: 116.7
Total energy in hartree: -2762.2412
E_HOMO in eV: -8.831
Gap between HOMO and LUMO in Eh: 0.3370
Structure (SMILES): COC[C@H](C)N.COC[C@H](C)N.COC[C@H](C)N.COC[C@H](C)N.COC[C@H](C)N.COC[C@H](C)N.COC[C@H](C)N.COC[C@H](C)N.NC(N)=O.NC(N)=O
2S+1: 1
Charge: 0
LUMO energy in Ha: 0.012

Each line ends with the Mulliken charge.
Cartesian coordinates (Å):
C (-1.86, -2.24, 6.92)  -0.830
O (-2.63, -1.28, 6.23)  -0.393
C (-1.75, -0.76, 5.22)  -0.540
C (-2.50, 0.47, 4.49)  -0.149
C (-1.73, 1.04, 3.33)  -0.550
N (-2.57, 1.56, 5.38)  -0.501
H (-1.74, -3.17, 6.37)  0.281
H (-2.33, -2.66, 7.81)  0.350
H (-0.82, -2.00, 7.15)  0.325
H (-0.79, -0.41, 5.61)  0.500
H (-1.48, -1.53, 4.51)  0.202
H (-3.51, 0.20, 4.20)  0.328
H (-2.21, 1.97, 3.02)  0.026
H (-1.71, 0.26, 2.58)  -0.272
H (-0.73, 1.28, 3.69)  0.627
H (-3.18, 1.19, 6.09)  0.310
H (-1.71, 1.58, 5.91)  0.335
C (-3.67, 3.94, 0.44)  -1.026
O (-3.13, 3.18, -0.61)  -0.333
C (-3.90, 2.40, -1.51)  -0.642
C (-5.13, 1.70, -0.89)  0.276
C (-4.71, 0.61, 0.10)  -0.647
N (-5.97, 1.03, -1.85)  -0.753
H (-4.59, 4.48, 0.20)  0.488
H (-2.96, 4.65, 0.86)  0.313
H (-3.91, 3.40, 1.36)  0.275
H (-4.25, 3.20, -2.16)  0.387
H (-3.35, 1.71, -2.14)  0.160
H (-5.78, 2.44, -0.42)  0.463
H (-5.59, 0.03, 0.38)  0.341
H (-4.21, 1.07, 0.94)  -0.082
H (-3.85, 0.04, -0.25)  0.140
H (-6.23, 1.60, -2.64)  0.262
H (-5.38, 0.27, -2.15)  0.264
C (0.11, -2.61, -1.96)  -0.495
O (0.47, -3.99, -1.72)  -0.321
C (1.64, -4.50, -2.25)  -0.679
C (1.65, -6.00, -2.09)  0.967
C (3.01, -6.64, -1.93)  -1.390
N (0.91, -6.64, -3.11)  -0.857
H (0.20, -2.37, -3.01)  0.378
H (0.84, -1.93, -1.53)  -0.005
H (-0.85, -2.31, -1.54)  0.137
H (1.65, -4.25, -3.31)  0.478
H (2.54, -4.09, -1.80)  0.051
H (1.08, -6.27, -1.20)  0.037
H (2.86, -7.68, -2.20)  0.386
H (3.23, -6.63, -0.86)  0.358
H (3.89, -6.22, -2.42)  0.156
H (0.56, -7.57, -2.91)  0.244
H (0.07, -6.11, -3.25)  0.256
C (-4.50, -2.38, 2.39)  -1.035
O (-3.28, -1.95, 1.97)  0.194
C (-2.86, -2.57, 0.73)  0.252
C (-2.31, -3.97, 0.84)  0.842
C (-0.99, -4.05, 1.61)  -1.177
N (-2.02, -4.61, -0.44)  -0.819
H (-5.24, -2.04, 1.66)  0.343
H (-4.85, -2.06, 3.37)  0.246
H (-4.39, -3.44, 2.63)  0.330
H (-3.73, -2.43, 0.09)  0.528
H (-2.02, -1.96, 0.39)  -1.197
H (-3.06, -4.54, 1.38)  0.272
H (-0.15, -3.44, 1.27)  0.090
H (-0.50, -5.02, 1.65)  0.510
H (-1.23, -3.79, 2.64)  0.199
H (-1.69, -5.55, -0.29)  0.355
H (-1.21, -4.21, -0.89)  0.336
C (0.35, 5.28, 2.93)  -0.503
O (-0.14, 6.29, 3.83)  -0.426
C (-0.22, 5.92, 5.21)  -0.847
C (-1.40, 4.82, 5.50)  1.199
C (-2.75, 5.11, 5.04)  -1.156
N (-1.50, 4.71, 6.93)  -0.805
H (1.12, 4.64, 3.36)  0.330
H (0.76, 5.77, 2.05)  0.350
H (-0.48, 4.64, 2.64)  0.033
H (0.75, 5.65, 5.61)  0.371
H (-0.61, 6.82, 5.68)  0.324
H (-1.06, 3.87, 5.07)  -0.307
H (-3.07, 6.13, 5.24)  0.431
H (-3.48, 4.39, 5.43)  0.421
H (-2.84, 4.92, 3.97)  -0.063
H (-1.98, 5.56, 7.19)  0.316
H (-2.26, 4.08, 7.12)  0.300
C (-2.34, 1.42, -5.58)  -0.606
O (-2.47, 2.46, -6.56)  -0.357
C (-1.62, 2.32, -7.74)  -0.841
C (-0.08, 2.35, -7.39)  0.634
C (0.47, 3.77, -6.94)  -1.426
N (0.66, 1.98, -8.56)  -0.665
H (-3.29, 1.37, -5.06)  0.254
H (-1.56, 1.73, -4.89)  0.158
H (-2.17, 0.39, -5.90)  0.348
H (-1.84, 1.38, -8.24)  0.425
H (-1.88, 3.10, -8.45)  0.313
H (0.10, 1.58, -6.64)  0.111
H (1.55, 3.72, -6.79)  0.399
H (-0.07, 4.07, -6.04)  0.346
H (0.26, 4.50, -7.72)  0.415
H (0.08, 1.47, -9.21)  0.227
H (1.03, 2.80, -9.02)  0.263
C (3.95, -0.34, 5.38)  -0.708
O (3.98, -0.16, 3.93)  -0.357
C (3.11, -1.05, 3.11)  -0.812
C (3.39, -0.78, 1.61)  2.117
C (3.18, -2.04, 0.78)  -1.123
N (4.74, -0.37, 1.36)  -0.568
H (2.94, -0.39, 5.78)  0.187
H (4.47, 0.44, 5.93)  0.297
H (4.47, -1.23, 5.75)  0.312
H (3.44, -2.05, 3.38)  0.398
H (2.04, -1.05, 3.32)  0.347
H (2.78, 0.00, 1.14)  -1.336
H (3.26, -1.90, -0.30)  0.185
H (2.21, -2.46, 1.04)  -0.197
H (3.85, -2.84, 1.07)  0.672
H (5.36, -1.16, 1.50)  0.240
H (5.04, 0.42, 1.92)  0.272
C (1.91, 0.75, -3.19)  -1.113
O (1.86, 0.67, -1.76)  0.347
C (1.00, 1.73, -1.33)  -1.001
C (0.71, 1.69, 0.17)  0.286
C (0.05, 0.32, 0.55)  0.276
N (-0.31, 2.71, 0.46)  -0.512
H (2.35, 1.71, -3.45)  0.402
H (0.92, 0.73, -3.65)  0.389
H (2.59, 0.04, -3.67)  0.186
H (1.42, 2.69, -1.62)  0.441
H (0.07, 1.43, -1.81)  0.247
H (1.61, 1.84, 0.76)  0.380
H (-1.03, 0.28, 0.36)  0.444
H (0.12, 0.12, 1.62)  -0.122
H (0.54, -0.42, -0.06)  -0.624
H (-1.08, 2.66, -0.18)  0.238
H (-0.67, 2.50, 1.38)  -0.065
N (5.55, -3.74, -3.64)  -0.268
C (4.95, -3.92, -4.80)  0.587
N (4.30, -2.84, -5.23)  -0.319
O (5.08, -4.94, -5.47)  -0.729
H (5.44, -2.97, -2.99)  0.142
H (6.16, -4.51, -3.40)  0.210
H (4.51, -2.00, -4.70)  0.237
H (3.93, -2.82, -6.16)  0.192
N (5.51, 0.65, -1.45)  -0.228
C (5.89, 0.43, -2.66)  0.713
N (6.61, 1.36, -3.19)  -0.462
O (5.43, -0.56, -3.19)  -0.604
H (5.92, 1.41, -0.92)  0.165
H (4.86, 0.06, -0.96)  -0.035
H (6.52, 1.47, -4.19)  0.227
H (7.06, 1.98, -2.54)  0.171